1.
H3PS5 in the gas phase at a distorted geometry, computed with ωB97M-V/def2-TZVPD.

E_LUMO: -0.0235 Ha
energy above the lowest of the compared OMol25 structures with the same formula, charge and spin: 1.861 eV
M: 194.33 g mol⁻¹
DFT total energy: -63512.932 eV
orbital gap: 8.22 eV
SMILES: S=[SH]#S#P(S)S
HOMO energy: -8.86 eV

Structure (XYZ):
```
9
Properties=species:S:1:pos:R:3:forces:R:3
P 0.46362 -1.34683 0.20035 -0.143 0.503 0.569
S -0.70599 0.15428 1.50774 1.031 -0.944 -0.636
S 1.35065 -0.13213 -1.24314 -1.084 0.616 -0.748
S 2.26622 -1.57988 1.31583 0.953 1.753 -1.114
S -2.40431 0.48680 0.21501 0.557 1.128 1.540
S -1.98531 0.83093 -1.62876 -0.091 -0.046 -1.308
H 0.10570 0.33555 -1.79863 1.308 -0.612 0.681
H 3.06863 -0.49290 0.68005 -1.567 -1.813 1.206
H -2.15920 1.74416 0.75157 -0.963 -0.584 -0.189
```
Positions in Å, forces in eV/Å.



2.
A molecular structure, C35H61AgGe2N7O9PS at a distorted geometry, computed with ωB97M-V/def2-TZVPD.

net charge: +1
expectation value of S²: 0.757
E_LUMO (alpha / beta): -0.1044 / -0.1425 Ha
energy above the lowest of the compared OMol25 structures with the same formula, charge and spin: 0.142 eV
M: 1040.04 g mol⁻¹
DFT total energy: -203290.000 eV
2S+1: 2
orbital gap (alpha / beta): 6.47 / 5.87 eV
HOMO energy (alpha / beta): -9.31 / -9.74 eV

Structure (XYZ):
```
117
Properties=species:S:1:pos:R:3:forces:R:3
Ag 0.24381 -0.41368 -0.12456 0.059 0.303 -0.418
N -1.55466 -1.98089 0.16456 -0.264 -0.367 -0.524
C -2.67917 -1.87304 -0.82139 0.995 -0.359 -0.079
C -3.33532 -3.25139 -0.97247 -0.455 0.163 0.253
C -4.49553 -3.43494 -1.95887 0.443 -0.532 -0.793
C -5.68228 -2.47614 -1.83933 0.204 -0.529 0.293
N -5.53462 -1.36061 -2.74491 -0.382 1.021 -0.461
C -6.49054 -0.46199 -2.93095 -0.546 -0.230 0.862
N -6.24844 0.65916 -3.63374 -0.907 0.465 0.113
N -7.71766 -0.63564 -2.34415 0.707 1.495 -1.139
C -2.13038 -1.24379 -2.12839 2.409 1.244 -1.363
O -2.75548 -1.30126 -3.22502 -0.784 -0.205 1.426
O -0.97403 -0.65441 -2.07343 -2.041 -1.012 0.302
H -0.97553 -2.78202 -0.09012 -0.178 0.081 -0.184
H -1.88070 -2.20442 1.09172 -0.489 0.131 0.279
H -3.40371 -1.17002 -0.42730 -0.179 0.253 0.234
H -3.74011 -3.48598 0.03650 0.386 -0.083 -0.438
H -2.54852 -3.97994 -1.22099 -0.263 0.112 0.114
H -4.88121 -4.43546 -1.79122 -0.155 -0.200 0.271
H -4.13138 -3.51168 -3.00981 -0.239 0.529 0.674
H -5.77983 -2.11527 -0.79660 -0.080 -0.135 -0.366
H -6.58047 -3.03659 -2.11646 -0.031 0.051 0.127
H -4.58210 -1.21830 -3.13418 0.254 -0.052 0.132
H -5.29593 0.80102 -3.90356 0.309 0.303 -0.235
H -6.90640 1.46484 -3.70397 0.911 -1.371 0.159
H -7.98941 -1.53711 -2.01245 -0.159 -0.201 0.091
H -8.43695 0.05472 -2.59516 0.459 -0.892 0.361
C 5.14714 5.62426 0.72030 -1.040 0.452 -0.282
C 5.28734 4.21623 0.18322 -0.362 -0.623 -1.405
O 4.74753 3.31633 1.13347 -0.108 -0.371 1.292
P 3.62403 2.15681 0.90543 -0.132 -0.201 -1.042
O 2.19022 2.91891 1.08754 0.188 -0.113 1.352
C 1.81854 3.50611 2.39534 0.949 0.021 -1.011
C 0.57473 4.32421 2.12999 -0.489 0.347 -0.088
O 3.76404 1.41692 2.34387 0.318 -0.422 0.201
C 4.46026 0.13431 2.48335 -0.150 0.138 0.260
C 4.21201 -0.33078 3.92325 1.185 -0.323 -0.182
H 5.30906 6.40381 -0.06645 0.145 -0.659 0.751
H 5.78240 5.75438 1.59391 0.239 0.201 -0.165
H 4.10316 5.74911 1.09872 0.647 -0.052 -0.422
H 6.33827 3.91468 0.01962 -0.347 0.313 0.072
H 4.74838 4.05187 -0.79626 0.466 0.462 0.758
H 2.70990 4.08183 2.73231 -0.771 -0.111 -0.058
H 1.64703 2.69648 3.13451 -0.004 0.402 -0.483
H 0.62337 5.09674 1.31209 0.332 -1.017 0.701
H 0.29340 4.85254 3.03352 -0.016 0.213 0.301
H -0.26028 3.63506 1.93409 0.202 0.197 -0.253
H 5.55274 0.23179 2.30540 -0.655 0.245 0.016
H 4.08636 -0.59992 1.73858 -0.023 0.506 0.326
H 4.83947 0.20635 4.64520 -0.013 0.022 -0.315
H 4.46839 -1.39540 4.02203 -0.042 0.221 -0.085
H 3.21054 -0.20070 4.26920 -0.800 0.089 -0.160
C 3.45245 -1.58317 -5.29860 -0.266 -0.365 0.265
Ge 1.98115 -1.48077 -3.99958 -0.880 0.158 -0.118
C 1.48078 -3.24176 -3.29636 -0.727 0.751 0.360
C 0.49024 -0.76589 -5.06129 -0.343 -0.261 0.326
Ge 2.29461 -0.23050 -1.85697 2.402 0.430 -0.138
C 4.26689 -0.77815 -1.39153 -1.226 1.849 -0.064
C 4.71818 -2.08474 -1.35405 -0.115 -0.291 -0.088
C 6.07075 -2.34484 -1.42585 1.357 0.090 0.424
C 7.04414 -1.32701 -1.50713 -0.708 0.252 -0.303
C 6.59808 -0.00584 -1.53401 -1.550 0.077 0.008
C 5.20442 0.27521 -1.42063 1.467 -1.785 -0.106
C 2.58812 1.60565 -2.60433 -0.359 -0.537 0.485
C 1.53157 2.48692 -2.52656 -1.411 1.696 -0.638
C 1.39103 3.57900 -3.43161 1.305 -0.140 0.435
C 2.44319 3.84618 -4.34840 -0.159 -0.155 0.283
C 3.58286 3.00596 -4.35673 -1.024 0.433 0.725
C 3.62171 1.91204 -3.48072 0.789 0.077 -1.117
H 2.97871 -1.94547 -6.23477 0.350 -0.193 0.607
H 4.20729 -2.26440 -4.88164 -0.040 0.240 -0.556
H 3.86007 -0.61546 -5.54686 0.312 0.290 0.180
H 0.44624 -3.35464 -3.68461 0.669 -0.534 0.298
H 1.46049 -3.16597 -2.19544 -0.117 -0.189 -0.468
H 2.18680 -3.99868 -3.58393 -0.028 -0.567 -0.278
H 0.30278 -1.48037 -5.87642 0.064 0.156 0.140
H 0.76935 0.18619 -5.49261 0.095 0.264 -0.157
H -0.43290 -0.63462 -4.48096 0.336 -0.103 -0.104
H 4.01761 -2.91768 -1.26998 0.143 0.165 -0.144
H 6.43104 -3.35894 -1.35990 -0.066 -0.259 -0.092
H 8.11264 -1.54658 -1.59196 -0.468 -0.083 0.059
H 7.22598 0.85792 -1.71840 0.393 -0.232 0.298
H 4.92528 1.30235 -1.37478 -0.383 0.365 -0.096
H 0.74840 2.40524 -1.75086 0.405 -0.315 -0.514
H 0.54357 4.27232 -3.30626 0.481 -0.449 -0.279
H 2.41171 4.72811 -5.02141 -0.105 -0.733 0.528
H 4.44343 3.23931 -4.98495 -0.309 -0.135 0.082
H 4.51658 1.28868 -3.53995 -0.378 -0.001 0.027
C -5.31429 -3.75922 4.97020 1.296 0.184 -0.033
C -5.99513 -2.68083 4.16737 0.081 1.109 -0.551
S -4.89277 -1.25077 3.63870 0.620 -0.219 -0.143
O -4.01434 -1.71335 2.56817 -0.509 -0.035 0.091
O -5.76937 -0.12105 3.39660 0.384 -0.426 0.118
C -3.72204 -0.81263 5.00493 -0.694 -1.482 0.619
C -2.96088 0.48677 4.88490 -1.336 2.167 0.023
N -1.83923 0.47418 3.97606 2.439 -0.996 -1.105
C -1.79242 0.69004 2.60798 -1.025 -0.188 0.306
N -0.64484 0.29688 2.03222 -1.226 1.312 0.825
C 0.11744 -0.06764 3.06777 1.044 -0.938 0.421
C -0.54268 -0.06342 4.24466 -1.373 0.917 -0.078
N 0.01751 -0.27877 5.52051 0.656 -0.046 1.625
O 1.25792 -0.41477 5.56828 -2.533 0.070 0.263
O -0.76977 -0.29076 6.50208 1.705 -0.157 -1.615
C -2.95874 1.28262 1.89128 0.007 -0.238 -1.156
H -5.98962 -4.56278 5.21168 -0.383 -0.188 0.075
H -4.84966 -3.40497 5.91593 -0.383 -0.126 -0.615
H -4.52227 -4.18681 4.33048 -0.163 0.046 0.437
H -6.83907 -2.17309 4.64103 0.171 -0.115 0.183
H -6.36589 -3.07141 3.19373 0.398 0.368 0.471
H -3.00155 -1.65272 5.11256 -0.612 0.356 -0.099
H -4.39771 -0.81129 5.88253 0.573 0.222 -0.167
H -2.64033 0.86191 5.88170 -0.022 -0.721 -0.730
H -3.64178 1.30130 4.54246 0.303 -0.652 0.071
H 1.13212 -0.36075 2.97124 0.716 -0.160 -0.220
H -3.64745 1.77445 2.58342 0.167 0.001 -0.248
H -3.53159 0.45280 1.39100 0.531 0.859 0.358
H -2.58828 2.01337 1.11460 -0.443 -0.811 0.829
```
Positions in Å, forces in eV/Å.



3.
A gas-phase ion, C3H6NS (charge +1) at a distorted geometry, computed with ωB97M-V/def2-TZVPD.

net charge: +1
expectation value of S²: 2.004
E_LUMO (alpha / beta): -0.1376 / -0.2708 Ha
energy above the lowest of the compared OMol25 structures with the same formula, charge and spin: 1.940 eV
M: 88.15 g mol⁻¹
DFT total energy: -15519.614 eV
2S+1: 3
orbital gap (alpha / beta): 6.35 / 9.41 eV
HOMO energy (alpha / beta): -10.10 / -16.78 eV

Structure (XYZ):
```
11
Properties=species:S:1:pos:R:3:forces:R:3
C 0.86403 -0.77669 0.53106 -1.001 -1.426 -1.741
C -0.60628 1.15387 0.15518 -0.769 2.644 0.590
C -0.33430 -0.91690 -0.31552 0.472 -2.896 -2.617
N 0.42260 0.32837 -0.33641 4.407 -0.470 -2.699
S -1.91871 -0.02156 0.04013 -4.297 0.242 0.926
H 0.73302 -0.76689 1.55522 0.040 0.892 2.058
H 1.49096 -1.53865 0.12768 1.575 0.423 -0.067
H -0.51981 1.51919 1.16459 0.409 0.353 0.360
H -0.71365 1.95214 -0.56161 -0.506 0.622 0.086
H -0.40313 -1.65485 -1.17119 0.615 0.917 0.966
H 0.98526 0.72196 -1.18913 -0.945 -1.301 2.137
```
Positions in Å, forces in eV/Å.



4.
4 unconnected molecules or ions with the total composition C18H23NO11 at a distorted geometry, computed with ωB97M-V/def2-TZVPD.

E_LUMO: -0.0438 Ha
M: 429.38 g mol⁻¹
DFT total energy: -43043.358 eV
orbital gap: 6.55 eV
SMILES: NCCCC1=CC(=O)C=CC1=O.O=C1OCCO1.O=C1OCCO1.O=C1OCCO1
HOMO energy: -7.74 eV

Structure (XYZ):
```
53
Properties=species:S:1:pos:R:3:forces:R:3
N -0.66487 1.68697 -0.64179 1.855 -0.020 -0.735
C 0.31168 0.50379 -0.55032 0.208 -0.163 -0.689
C -0.28711 -0.79243 0.25137 -0.692 -0.263 -0.275
C 0.16517 -0.91717 1.82086 0.707 0.514 -0.844
C 1.82805 -0.98708 1.82031 1.391 3.083 2.869
C 2.51274 0.02864 2.69664 0.048 -3.259 -3.037
C 4.18084 0.01803 2.67451 2.291 2.145 3.087
O 4.90820 0.59148 3.64063 -4.328 -3.294 -5.676
C 4.99041 -0.67904 1.39592 -2.447 -2.593 -2.324
C 4.29481 -1.66962 0.49691 0.493 3.209 3.462
C 2.72118 -2.02633 0.91976 -1.357 -4.178 -1.973
O 2.21238 -3.18701 0.48893 2.780 6.843 2.550
H -0.34921 2.18729 -1.51783 -0.620 -0.717 1.304
H -0.47066 2.35230 0.14379 -0.300 -1.198 -1.307
H 1.31757 0.93259 -0.13531 -1.491 -1.301 -0.459
H 0.52746 0.15550 -1.66817 -0.521 0.683 3.017
H 0.03483 -1.77313 -0.33206 -0.569 1.968 1.348
H -1.47177 -0.70474 0.19469 2.882 -0.117 0.219
H -0.33277 -1.80737 2.40508 1.163 1.569 -1.387
H -0.18584 0.09166 2.35285 1.108 -2.177 -1.025
H 1.88182 0.80071 3.34147 1.790 -1.838 -1.461
H 6.11881 -0.39889 1.16905 -2.660 -0.505 0.895
H 4.80801 -2.17355 -0.44800 -1.374 1.056 2.401
C -5.23684 -2.39539 -1.29231 -0.946 -0.542 -0.193
C -3.92489 -2.41571 -2.00740 0.375 -0.604 -0.796
O -3.28203 -1.24455 -1.54130 -0.341 0.336 0.728
C -3.84091 -0.93878 -0.33390 0.937 2.091 1.697
O -3.41157 -0.08884 0.42830 -1.331 -2.107 -1.726
O -4.94167 -1.70858 -0.09059 0.668 0.409 -0.003
H -5.61214 -3.40067 -1.08211 0.028 0.225 0.135
H -6.00300 -1.83651 -1.83979 0.074 -0.032 0.029
H -3.31537 -3.28479 -1.73818 -0.052 0.060 0.002
H -4.04281 -2.38719 -3.09411 0.141 0.134 0.173
C 0.44864 3.57159 4.87036 0.828 0.395 0.779
C -0.98568 3.29763 5.18764 -0.498 -0.015 1.017
O -1.60549 3.29447 3.91566 0.628 -0.149 -0.905
C -0.63440 3.00244 3.00168 -0.602 -0.421 -2.316
O -0.84705 2.75193 1.82707 0.425 0.828 3.434
O 0.60483 3.02637 3.57371 -0.746 -0.238 -0.576
H 1.13061 3.09148 5.57749 -0.011 0.028 -0.273
H 0.67135 4.64306 4.83243 -0.029 -0.098 -0.017
H -1.13085 2.31761 5.65432 0.020 0.075 -0.052
H -1.42369 4.06591 5.83072 -0.066 -0.133 -0.233
C 0.80802 -0.45382 -6.18792 0.044 -0.077 -1.110
C 0.95517 -1.52359 -5.15499 0.080 -1.126 -0.144
O 1.22473 -0.79763 -3.97075 -0.210 0.962 0.049
C 0.71847 0.45736 -4.15062 -0.224 1.857 1.743
O 0.62405 1.29483 -3.26891 0.381 -1.684 -2.780
O 0.33101 0.65227 -5.44498 0.112 -0.011 0.955
H 0.09854 -0.72818 -6.97342 0.049 0.215 0.157
H 1.76358 -0.18390 -6.64958 -0.070 -0.026 0.052
H 0.03411 -2.09925 -5.01510 0.069 0.064 -0.006
H 1.77352 -2.21215 -5.38269 -0.089 0.138 0.225
```
Positions in Å, forces in eV/Å.



5.
C4H4N2O2 in the gas phase at a distorted geometry, computed with ωB97M-V/def2-TZVPD.

E_LUMO: 0.0286 Ha
energy above the lowest of the compared OMol25 structures with the same formula, charge and spin: 5.171 eV
M: 112.09 g mol⁻¹
DFT total energy: -11283.368 eV
orbital gap: 9.72 eV
SMILES: c1ncn2c1OCO2
HOMO energy: -8.94 eV

Structure (XYZ):
```
12
Properties=species:S:1:pos:R:3:forces:R:3
C -1.95042 -0.01936 0.15680 -0.952 0.737 0.690
C 0.05165 0.63206 -0.08818 -3.241 -0.058 -0.313
C 1.20411 1.13372 0.09798 4.786 2.380 -0.292
C 1.46651 -1.02371 0.10340 2.585 -2.231 -2.821
H -2.38618 0.07598 1.16051 0.391 -0.295 0.044
H -2.69514 0.04496 -0.57126 -1.617 -0.769 -1.010
H 1.41924 2.18058 0.05267 0.509 0.214 0.269
H 2.08228 -2.04074 -0.35911 -2.483 2.893 1.945
N 2.13921 0.12012 0.05425 -0.315 -0.860 1.072
N 0.13313 -0.68967 -0.14866 -0.687 -1.036 0.172
O -1.18634 1.12773 -0.15265 0.149 -0.482 0.316
O -1.18338 -1.20401 -0.00260 0.875 -0.492 -0.073
```
Positions in Å, forces in eV/Å.